[1]
The following is a quantum chemistry calculation of a cluster of 2 separate species, C7H14 in total, from the OMol25 dataset.

As for the SMILES: C=C(C)C.C=CC. The energy is -7484.65627 eV. For the molecular weight, the calculation gives 98.19 g mol⁻¹. The frontier orbital gap is 10.08 eV. For the energy above the lowest of the compared OMol25 structures with the same formula, charge and spin, the calculation gives 158.1 kJ/mol. The calculation puts the HOMO energy at -9.04 eV.

Structure (ORCA input):
```
! wB97M-V def2-TZVPD RIJCOSX def2/J DEFGRID3
* xyz 0 1
C 0.279 1.365 0.358
C 1.309 0.527 0.267
C 1.619 -0.249 -0.990
C 2.306 0.394 1.384
H 0.067 1.905 1.278
H -0.396 1.533 -0.471
H 2.397 0.262 -1.569
H 1.996 -1.252 -0.755
H 0.740 -0.360 -1.633
H 2.587 -0.648 1.581
H 3.221 0.925 1.097
H 1.932 0.840 2.310
C -2.771 0.355 -0.980
C -2.217 -0.242 0.070
C -1.324 -1.439 -0.023
H -3.481 1.168 -0.866
H -2.524 0.050 -1.995
H -2.435 0.125 1.074
H -0.403 -1.300 0.551
H -1.054 -1.643 -1.064
H -1.846 -2.316 0.375
*
```

=====

[2]
The following is a quantum chemistry calculation of a cluster of 2 separate species, C10H10N2 in total at a distorted geometry, from the OMol25 dataset.

As for the SMILES: c1ccncc1.c1ccncc1. The energy is -13509.73158 eV. For the molecular weight, the calculation gives 158.20 g mol⁻¹. The frontier orbital gap is 10.13 eV. For the energy above the lowest of the compared OMol25 structures with the same formula, charge and spin, the calculation gives 324.5 kJ/mol. The calculation puts the HOMO energy at -9.39 eV.

Structure (ORCA input):
```
! wB97M-V def2-TZVPD RIJCOSX def2/J DEFGRID3
* xyz 0 1
C 0.302 -2.625 -0.411
C 1.576 -3.108 -0.529
C 2.175 -3.175 -1.742
N 1.689 -2.362 -2.714
C 0.489 -1.888 -2.620
C -0.240 -1.958 -1.460
H -0.188 -2.681 0.550
H 1.916 -3.659 0.284
H 3.197 -3.521 -1.917
H 0.199 -1.197 -3.348
H -1.237 -1.542 -1.224
C -0.234 3.489 1.132
C 0.170 2.574 1.870
C -0.625 1.403 2.228
N -1.684 1.121 1.519
C -2.137 2.072 0.777
C -1.526 3.338 0.554
H 0.420 4.343 1.016
H 1.158 2.692 2.525
H -0.284 0.769 3.178
H -3.146 1.829 0.424
H -1.990 4.087 -0.091
*
```

=====

[3]
The following is a quantum chemistry calculation of the molecule C4H5NO at a distorted geometry, from the OMol25 dataset.

As for the SMILES: [H]/N=C\OC=C=C. The energy is -7761.84941 eV. For the molecular weight, the calculation gives 83.09 g mol⁻¹. The frontier orbital gap (alpha / beta) is 8.05 / 8.05 eV. For the energy above the lowest of the compared OMol25 structures with the same formula, charge and spin, the calculation gives 451.3 kJ/mol. The calculation puts the HOMO energy (alpha / beta) at -8.52 / -8.52 eV.

Structure (ORCA input):
```
! wB97M-V def2-TZVPD RIJCOSX def2/J DEFGRID3
* xyz 0 1
H 0.052 -2.232 -0.233
N 0.646 -1.966 0.543
C 1.046 -0.792 0.591
O 1.619 0.065 -0.766
C 0.655 0.931 -0.816
C -0.367 0.661 0.049
C -1.683 0.634 0.169
H 1.698 -0.377 1.348
H 0.844 1.870 -1.337
H -2.155 0.443 1.127
H -2.357 0.764 -0.675
*
```

=====

[4]
The following is a quantum chemistry calculation of the ion C3H6NO2 with charge +1 at a distorted geometry, from the OMol25 dataset.

As for the SMILES: O[C@@H]1[NH2+]C=CO1. The energy is -8784.57808 eV. For the molecular weight, the calculation gives 88.09 g mol⁻¹. The frontier orbital gap is 11.08 eV. For the energy above the lowest of the compared OMol25 structures with the same formula, charge and spin, the calculation gives 135.4 kJ/mol. The calculation puts the HOMO energy at -14.80 eV.

Structure (ORCA input):
```
! wB97M-V def2-TZVPD RIJCOSX def2/J DEFGRID3
* xyz 1 1
O -1.558 0.094 -0.813
C -0.874 0.265 0.336
N 0.454 0.786 -0.279
C 1.245 -0.501 -0.182
C 0.644 -1.316 0.640
O -0.551 -0.884 0.978
H -2.240 0.783 -0.923
H -1.367 1.049 0.998
H 0.773 1.638 0.127
H 0.363 0.874 -1.343
H 2.211 -0.502 -0.548
H 0.900 -2.287 1.009
*
```

=====

[5]
The following is a quantum chemistry calculation of a cluster of 2 separate species, CH4Cl2SSi in total at a distorted geometry, from the OMol25 dataset.

The energy is -44857.27962 eV. For the molecular weight, the calculation gives 147.10 g mol⁻¹. The frontier orbital gap is 8.36 eV. For the energy above the lowest of the compared OMol25 structures with the same formula, charge and spin, the calculation gives 343.9 kJ/mol. The calculation puts the HOMO energy at -9.29 eV.

Structure (ORCA input):
```
! wB97M-V def2-TZVPD RIJCOSX def2/J DEFGRID3
* xyz 0 1
C -0.455 -2.507 -2.282
Si 0.706 0.744 0.651
S -0.785 2.314 0.816
Cl -1.738 -1.927 -1.423
Cl 0.589 -0.307 2.383
H 0.249 -1.587 -2.353
H 2.105 1.163 0.699
H 0.457 -0.050 -0.685
H -1.128 2.156 2.194
*
```

=====

[6]
The following is a quantum chemistry calculation of a cluster of 4 separate species, C33H72ClFN7O14P4S in total at a distorted geometry, from the OMol25 dataset.

The energy is -137701.19779 eV. For the molecular weight, the calculation gives 1001.39 g mol⁻¹. The frontier orbital gap is 5.27 eV. For the energy above the lowest of the compared OMol25 structures with the same formula, charge and spin, the calculation gives 1075.3 kJ/mol. The calculation puts the HOMO energy at -10.64 eV.

Structure (ORCA input):
```
! wB97M-V def2-TZVPD RIJCOSX def2/J DEFGRID3
* xyz 1 1
C -5.338 5.752 1.358
C -6.180 4.769 0.396
C -6.235 3.236 0.902
Cl -6.527 3.373 2.751
C -4.881 2.410 0.713
C -3.726 3.161 -0.127
C -3.786 3.041 -1.686
C -2.593 3.809 -2.366
C -1.622 4.517 -1.405
N -1.584 4.573 0.009
C -2.637 3.893 0.673
N -5.081 1.000 0.195
P -3.638 0.008 0.334
O -4.113 -1.607 -0.044
O -2.407 0.371 -0.782
S -2.816 -0.065 2.088
C -6.208 0.479 1.010
N -6.072 -0.538 1.927
N -7.511 1.067 0.925
C -7.558 2.444 0.355
C -7.488 2.531 -1.247
C -7.522 1.082 -1.994
F -7.737 1.406 -3.401
C -8.911 3.089 0.994
C -10.243 2.819 0.160
N -10.572 3.941 -0.807
N -11.375 2.871 1.189
N -10.356 1.476 -0.466
H -4.593 5.233 2.042
H -6.110 6.255 2.058
H -4.822 6.611 0.803
H -5.771 4.868 -0.682
H -7.231 5.249 0.328
H -4.433 2.276 1.773
H -4.572 2.465 -2.266
H -2.463 3.838 -3.508
H -0.777 5.102 -1.930
H -2.678 3.918 1.813
H -3.412 -2.216 0.289
H -1.708 0.854 -0.262
H -6.093 -1.534 1.684
H -5.970 -0.207 2.906
H -8.237 0.435 0.566
H -8.337 3.128 -1.735
H -6.520 3.020 -1.648
H -6.465 0.620 -1.963
H -8.315 0.381 -1.577
H -8.818 4.195 1.235
H -9.070 2.559 2.011
H -11.100 3.571 -1.616
H -11.133 4.644 -0.306
H -11.195 3.699 1.775
H -12.235 2.993 0.637
H -10.339 0.760 0.277
H -11.289 1.402 -0.912
O 2.819 -0.468 -0.655
P 2.345 -1.913 -0.860
O 3.444 -2.575 0.190
C 3.305 -2.325 1.578
C 2.109 -3.054 2.161
O 3.203 -2.182 -2.251
C 3.615 -1.098 -3.076
C 5.003 -0.617 -2.691
O 1.788 -3.525 -1.080
C 0.397 -3.760 -0.896
C -0.476 -2.723 -1.574
H 3.236 -1.251 1.766
H 4.216 -2.689 2.060
H 1.176 -2.602 1.809
H 2.115 -3.001 3.252
H 2.104 -4.104 1.857
H 2.883 -0.287 -3.045
H 3.636 -1.460 -4.108
H 5.103 -0.458 -1.614
H 5.246 0.315 -3.205
H 5.752 -1.367 -2.961
H 0.174 -3.810 0.173
H 0.180 -4.746 -1.316
H -0.339 -1.734 -1.122
H -1.531 -2.991 -1.477
H -0.225 -2.635 -2.634
O 4.250 4.662 3.765
P 3.754 3.296 4.249
O 2.167 3.498 3.820
C 1.827 3.554 2.444
C 1.985 2.201 1.771
O 3.614 3.696 5.852
C 4.335 4.797 6.394
C 3.512 6.071 6.331
O 3.314 1.715 4.757
C 4.056 0.621 4.237
C 5.556 0.839 4.265
H 2.425 4.312 1.933
H 0.781 3.865 2.390
H 3.044 1.941 1.677
H 1.554 2.210 0.768
H 1.502 1.415 2.358
H 5.299 4.913 5.892
H 4.554 4.563 7.440
H 3.072 6.233 5.344
H 4.124 6.939 6.587
H 2.677 6.017 7.035
H 3.718 0.406 3.219
H 3.808 -0.252 4.848
H 5.849 1.659 3.600
H 6.079 -0.062 3.935
H 5.892 1.099 5.272
O 6.166 -5.109 -4.003
P 7.351 -5.997 -3.610
O 6.544 -7.443 -3.678
C 6.111 -7.927 -4.939
C 7.279 -8.382 -5.795
O 7.247 -5.751 -1.975
C 6.578 -4.609 -1.451
C 5.115 -4.911 -1.177
O 8.768 -6.895 -3.235
C 9.921 -6.669 -4.040
C 10.203 -5.199 -4.285
H 5.522 -7.167 -5.457
H 5.455 -8.779 -4.745
H 7.865 -7.521 -6.131
H 6.927 -8.914 -6.681
H 7.946 -9.037 -5.230
H 6.695 -3.751 -2.118
H 7.070 -4.342 -0.511
H 4.625 -5.399 -2.023
H 4.570 -3.995 -0.941
H 5.022 -5.598 -0.331
H 9.814 -7.202 -4.988
H 10.770 -7.115 -3.514
H 9.406 -4.737 -4.879
H 11.140 -5.076 -4.832
H 10.265 -4.652 -3.340
*
```

=====

[7]
The following is a quantum chemistry calculation of a structure of composition C41H36CrN5O4 at a distorted geometry, from the OMol25 dataset.

The energy is -87162.63742 eV. For the molecular weight, the calculation gives 714.77 g mol⁻¹. The frontier orbital gap (alpha / beta) is 4.34 / 4.35 eV. The calculation puts the HOMO energy (alpha / beta) at -1.72 / -1.71 eV.

Structure (ORCA input):
```
! wB97M-V def2-TZVPD RIJCOSX def2/J DEFGRID3
* xyz -1 1
Cr 0.999 -0.686 -0.166
C 4.780 0.086 1.684
C 3.275 0.119 1.438
O 2.846 -0.704 0.555
C 2.505 0.983 2.199
C 1.109 1.138 2.151
C 0.433 2.049 3.137
N 0.373 0.514 1.236
N -0.950 0.761 1.303
C -1.706 0.263 0.363
O -1.091 -0.522 -0.655
C -3.123 0.415 0.378
C -4.002 -0.491 -0.260
C -5.363 -0.316 -0.188
C -5.913 0.775 0.477
C -5.060 1.688 1.095
C -3.701 1.508 1.066
H 5.222 -0.655 1.022
H 4.998 -0.188 2.716
H 5.232 1.059 1.488
H 3.030 1.590 2.925
H 1.114 2.344 3.930
H -0.431 1.543 3.563
H 0.074 2.943 2.628
H -3.604 -1.354 -0.775
H -6.015 -1.048 -0.649
H -6.984 0.915 0.509
H -5.476 2.551 1.600
H -3.033 2.200 1.554
C -0.257 -4.580 1.399
O 0.313 -4.728 0.114
C 0.710 -3.465 -0.279
N 0.408 -2.496 0.581
C -0.477 -3.053 1.574
C -0.262 -2.591 2.990
C 0.938 -2.030 3.405
C 1.086 -1.610 4.717
C 0.053 -1.763 5.625
C -1.141 -2.333 5.216
C -1.299 -2.738 3.905
C 1.253 -3.142 -1.525
C 1.498 -3.997 -2.629
C 1.880 -3.427 -3.832
C 2.042 -2.054 -3.944
C 1.825 -1.253 -2.799
N 1.434 -1.793 -1.616
C 1.993 0.134 -2.686
N 1.686 0.781 -1.570
C 2.343 2.071 -1.630
C 2.739 2.194 -3.128
O 2.597 0.896 -3.661
C 1.568 3.279 -1.164
C 2.184 4.526 -1.227
C 1.530 5.658 -0.778
C 0.252 5.560 -0.250
C -0.371 4.325 -0.197
C 0.278 3.194 -0.664
H 0.443 -4.959 2.158
H -1.181 -5.160 1.443
H -1.520 -2.802 1.303
H 1.741 -1.908 2.693
H 2.012 -1.151 5.029
H 0.172 -1.436 6.648
H -1.956 -2.449 5.916
H -2.238 -3.167 3.583
H 1.353 -5.060 -2.515
H 2.045 -4.060 -4.695
H 2.326 -1.584 -4.872
H 3.254 2.022 -1.005
H 3.771 2.526 -3.272
H 2.062 2.880 -3.658
H 3.186 4.609 -1.627
H 2.021 6.620 -0.834
H -0.250 6.442 0.122
H -1.366 4.234 0.213
H -0.204 2.233 -0.630
C -2.321 -0.174 -4.597
C -2.483 0.900 -3.736
C -2.100 0.808 -2.414
C -1.533 -0.374 -1.937
C -1.394 -1.465 -2.798
C -1.774 -1.354 -4.119
H -2.624 -0.096 -5.630
H -2.911 1.824 -4.096
H -2.243 1.644 -1.746
H -0.980 -2.388 -2.419
H -1.648 -2.201 -4.777
*
```

=====

[8]
The following is a quantum chemistry calculation of the molecule C22H17F2N3OS at a distorted geometry, from the OMol25 dataset.

As for the SMILES: Cc1nc(C(=O)N2CCc3c([nH]c4ccccc34)[C@@H]2c2cc(F)ccc2F)cs1. The energy is -45879.21666 eV. For the molecular weight, the calculation gives 409.46 g mol⁻¹. The frontier orbital gap is 8.30 eV. The calculation puts the HOMO energy at -7.82 eV.

Structure (ORCA input):
```
! wB97M-V def2-TZVPD RIJCOSX def2/J DEFGRID3
* xyz 0 1
C 1.534 -0.193 4.256
C 0.263 -0.719 3.712
N -0.153 -0.531 2.516
C -1.352 -1.131 2.267
C -2.088 -1.131 0.979
O -3.139 -1.752 0.907
N -1.583 -0.463 -0.090
C -2.286 -0.592 -1.358
C -2.600 0.773 -1.965
C -1.305 1.502 -2.065
C -0.271 1.215 -1.222
N 0.815 1.995 -1.528
C 0.487 2.803 -2.582
C 1.241 3.759 -3.249
C 0.643 4.427 -4.296
C -0.673 4.152 -4.677
C -1.427 3.206 -4.022
C -0.849 2.516 -2.957
C -0.321 0.253 -0.073
C 0.868 -0.694 -0.068
C 0.778 -1.999 -0.529
C 1.886 -2.825 -0.478
F 1.770 -4.087 -0.932
C 3.103 -2.404 0.024
C 3.203 -1.107 0.494
C 2.096 -0.283 0.440
F 2.226 0.980 0.915
C -1.862 -1.810 3.341
S -0.825 -1.696 4.693
H 1.363 0.314 5.203
H 2.234 -1.009 4.432
H 1.970 0.503 3.544
H -3.196 -1.159 -1.155
H -1.661 -1.152 -2.065
H -3.061 0.647 -2.945
H -3.302 1.316 -1.326
H 1.681 2.029 -1.019
H 2.258 3.972 -2.953
H 1.201 5.178 -4.835
H -1.101 4.699 -5.504
H -2.444 3.000 -4.320
H -0.267 0.833 0.859
H -0.151 -2.393 -0.908
H 3.942 -3.080 0.051
H 4.126 -0.732 0.906
H -2.783 -2.353 3.379
*
```

=====

[9]
The following is a quantum chemistry calculation of a structure of composition C39H28CdN7O7Se at a distorted geometry, from the OMol25 dataset.

The energy is -135571.14284 eV. For the molecular weight, the calculation gives 898.07 g mol⁻¹. The frontier orbital gap is 5.91 eV. For the energy above the lowest of the compared OMol25 structures with the same formula, charge and spin, the calculation gives 0.0 kJ/mol. The calculation puts the HOMO energy at -4.45 eV.

Structure (ORCA input):
```
! wB97M-V def2-TZVPD RIJCOSX def2/J DEFGRID3
* xyz -1 1
Cd 0.143 0.143 -0.652
C 2.778 4.115 0.857
C 2.459 2.924 0.236
N 1.216 2.505 -0.056
C 0.205 3.317 0.303
C 0.441 4.556 0.961
C 1.746 4.976 1.187
C -0.663 5.251 1.556
C -1.918 4.723 1.444
C -2.143 3.523 0.751
C -1.121 2.865 0.050
N -1.323 1.779 -0.754
C -2.352 1.728 -1.635
C -3.267 2.714 -1.887
C -4.214 2.631 -2.874
C -4.469 1.461 -3.605
C -3.589 0.356 -3.381
C -3.664 -0.843 -4.092
C -2.780 -1.868 -3.860
C -1.752 -1.627 -2.876
N -1.636 -0.527 -2.240
C -2.507 0.467 -2.494
H 3.814 4.344 1.172
H 3.225 2.284 -0.126
H 2.008 5.891 1.710
H -0.473 6.233 2.050
H -2.779 5.283 1.813
H -3.110 3.023 0.704
H -3.277 3.653 -1.311
H -4.838 3.456 -3.026
H -5.289 1.369 -4.285
H -4.472 -0.912 -4.845
H -2.859 -2.819 -4.377
H -1.021 -2.438 -2.705
C 2.277 -6.447 -0.079
O 3.448 -5.728 -0.438
C 3.246 -4.382 -0.734
C 4.426 -3.685 -0.991
C 4.274 -2.472 -1.498
C 3.065 -1.794 -1.471
C 3.000 -0.444 -1.949
C 4.297 0.317 -2.281
O 1.990 0.271 -2.019
C 1.849 -2.480 -1.169
O 0.665 -2.014 -1.201
C 1.990 -3.869 -0.866
H 2.623 -7.372 0.252
H 1.510 -6.639 -0.867
H 1.834 -5.997 0.819
H 5.325 -4.321 -1.101
H 5.164 -1.889 -1.769
H 4.896 -0.063 -3.112
H 4.914 0.190 -1.397
H 4.049 1.371 -2.329
H 1.063 -4.454 -0.720
O 0.309 -0.279 1.552
C -0.533 0.228 2.349
O -1.623 -0.199 2.673
C -0.020 1.535 3.017
C -0.923 2.418 3.538
C -0.488 3.559 4.230
C 0.891 3.736 4.462
C 1.757 2.798 3.915
C 1.335 1.650 3.229
N 3.129 2.963 4.201
O 3.903 2.069 3.951
O 3.572 4.032 4.702
H -1.930 2.208 3.250
H -1.140 4.241 4.726
H 1.254 4.475 5.188
H 2.060 0.897 2.871
Se -2.676 -6.944 -1.196
N -1.587 -6.169 -0.080
C -2.041 -4.972 0.182
C -1.401 -3.994 1.022
C -2.059 -2.812 1.128
C -3.315 -2.605 0.487
N -3.858 -3.411 -0.332
C -3.286 -4.658 -0.534
N -3.817 -5.572 -1.312
H -0.446 -4.199 1.511
H -1.707 -1.937 1.666
H -3.788 -1.690 0.809
*
```

=====

[10]
The following is a quantum chemistry calculation of a structure of composition C4H5Cl at a distorted geometry, from the OMol25 dataset.

The energy is -16746.75242 eV. For the molecular weight, the calculation gives 88.54 g mol⁻¹. The frontier orbital gap is 9.20 eV. For the energy above the lowest of the compared OMol25 structures with the same formula, charge and spin, the calculation gives 325.3 kJ/mol. The calculation puts the HOMO energy at -8.82 eV.

Structure (ORCA input):
```
! wB97M-V def2-TZVPD RIJCOSX def2/J DEFGRID3
* xyz 0 1
C 0.961 0.553 -0.189
C 0.291 -0.116 -1.085
C -0.032 0.472 0.928
C -0.857 -0.361 -0.104
Cl -2.473 -0.483 -0.489
H 2.036 0.802 0.009
H 0.601 -0.425 -2.029
H 0.334 0.124 1.889
H -0.494 1.468 1.049
H -0.365 -2.034 0.021
*
```

=====

Question: Look up the molecular weight of the second one.
Answer: 158.20 g mol⁻¹

=====

Question: Which formula does entry 8 have?
Answer: C22H17F2N3OS

=====

Question: Which of these has the highest energy?
Answer: C7H14